# 1
Computed, not measured: an isolated molecule of C5H8O, with wB97M-V/def2-TZVPD.

Summary:
LUMO energy   1.00 eV
Structure (SMILES)   CC1(C=O)CC1
E_tot   -270.511878 Ha
HOMO energy   -0.3600 Ha
Total charge   0

Cartesian coordinates (Å):
C  0.521  -1.418  0.303
C  0.116  -0.017  -0.123
C  -1.335  0.381  -0.167
C  -0.454  0.929  0.911
C  1.029  0.621  -1.127
O  2.234  0.609  -1.052
H  -0.362  -2.014  0.556
H  1.049  -1.930  -0.509
H  1.189  -1.397  1.167
H  -1.653  1.067  -0.951
H  -2.071  -0.373  0.097
H  -0.550  0.544  1.924
H  -0.172  1.978  0.868
H  0.531  1.111  -1.990

Here are the Löwdin charges for atoms 1 to 4, given in e:
1 C -0.026
2 C -0.452
3 C -0.099
4 C -0.080



# 2
Computed, not measured: a structure of composition C2H2B2F10NO11S2V, with wB97M-V/def2-TZVPD.

Summary:
LUMO energy (alpha / beta)   8.68 / 8.68 eV
E_tot   -3748.825481 Ha
HOMO energy (alpha / beta)   0.2388 / 0.1286 Ha
Spin multiplicity   3
Total charge   -4

Cartesian coordinates (Å):
O  8.089  5.120  -9.870
V  7.907  4.427  -11.282
B  9.323  2.375  -10.232
F  7.982  2.521  -10.168
F  9.684  3.212  -11.311
F  9.860  2.807  -9.078
F  9.700  1.071  -10.476
B  5.068  5.133  -10.940
F  5.790  4.036  -10.539
F  4.430  5.709  -9.834
F  6.077  5.946  -11.502
F  4.103  4.756  -11.800
N  9.700  8.856  -10.768
S  8.548  8.942  -9.458
O  8.264  10.209  -8.837
O  8.385  7.800  -8.629
F  7.278  8.733  -10.489
S  10.895  8.603  -9.827
O  11.000  7.270  -9.238
O  11.234  9.811  -9.054
F  12.026  8.488  -10.994
O  7.313  3.875  -15.413
C  6.623  3.687  -14.237
O  7.206  3.526  -13.168
O  5.441  4.021  -14.234
H  6.506  3.946  -15.929
O  10.459  7.479  -13.141
C  9.908  6.304  -13.165
O  10.176  5.529  -14.145
O  9.001  5.950  -12.388
H  11.081  7.133  -13.785

Here are the Löwdin charges for atoms 1 to 4, given in e:
1 O -0.415
2 V 0.869
3 B -1.422
4 F 0.138



# 3
Computed, not measured: a structure of composition C12H36LiO6S6, with wB97M-V/def2-TZVPD.

Summary:
LUMO energy   -2.09 eV
E_tot   -3326.421649 Ha
HOMO energy   -0.3745 Ha
Total charge   +1

Cartesian coordinates (Å):
Li  -0.027  -0.695  0.209
C  3.205  0.798  2.806
S  1.738  -0.117  3.268
O  0.881  -0.207  2.053
C  2.581  -1.746  3.513
H  3.917  0.577  3.491
H  2.768  1.803  2.810
H  3.399  0.367  1.728
H  1.836  -2.558  3.861
H  3.323  -1.731  4.292
H  3.039  -2.210  2.433
C  0.755  0.211  -3.890
S  0.618  1.389  -2.603
O  0.490  0.689  -1.288
C  2.274  2.231  -2.708
H  1.501  -0.351  -4.005
H  0.775  0.893  -4.814
H  0.050  -0.473  -4.102
H  3.128  1.470  -2.323
H  2.079  3.091  -2.083
H  2.340  2.506  -3.752
C  3.580  -1.247  -1.120
S  2.671  -2.640  -0.642
O  1.328  -2.117  -0.143
C  2.224  -3.272  -2.219
H  4.441  -1.505  -1.774
H  3.944  -0.773  -0.175
H  2.952  -0.562  -1.653
H  1.477  -2.525  -2.728
H  1.743  -4.275  -2.417
H  3.167  -3.460  -2.847
C  -3.950  1.858  -1.749
S  -3.762  0.243  -0.948
O  -5.141  -0.407  -1.108
C  -2.653  -0.464  -2.268
H  -2.970  2.151  -1.990
H  -4.404  2.657  -1.166
H  -4.407  1.800  -2.662
H  -2.804  -1.510  -2.204
H  -1.617  -0.366  -1.978
H  -2.904  -0.016  -3.045
C  -2.898  -1.107  2.656
S  -2.548  -2.516  1.491
O  -1.705  -1.899  0.442
C  -1.348  -3.253  2.639
H  -3.697  -0.546  2.307
H  -1.834  -0.605  3.157
H  -3.281  -1.406  3.557
H  -1.640  -3.645  3.573
H  -0.593  -2.540  3.152
H  -0.770  -3.852  2.006
C  -2.669  3.491  1.043
S  -1.435  2.318  1.585
O  -1.486  1.148  0.664
C  -0.013  3.295  1.235
H  -2.558  3.745  0.061
H  -2.295  4.423  1.441
H  -3.810  3.208  1.284
H  0.124  3.749  2.262
H  0.030  3.909  0.356
H  0.843  2.577  1.031

Here are the Löwdin charges for atoms 1 to 4, given in e:
1 Li 0.559
2 C -0.230
3 S 0.830
4 O -0.617



# 4
Computed, not measured: a cluster of 5 separate species, C3H15NO3S in total, with wB97M-V/def2-TZVPD.

Summary:
LUMO energy   -3.91 eV
E_tot   -801.726102 Ha
HOMO energy   -0.3237 Ha
Total charge   0

Cartesian coordinates (Å):
C  1.400  0.074  0.042
C  0.392  0.156  1.158
C  -1.167  -0.077  0.614
S  -1.286  -1.345  -0.528
N  0.461  1.363  1.801
H  1.416  -0.948  -0.338
H  2.386  0.279  0.429
H  1.191  0.768  -0.763
H  0.519  -0.635  1.899
H  -1.773  -0.340  1.471
H  -1.318  0.876  0.108
H  -0.542  1.218  -2.845
H  -0.807  1.708  -2.354
H  -0.240  1.496  2.522
H  0.308  2.183  1.123
H  -0.394  3.559  -0.425
O  0.176  2.820  -0.182
H  -1.272  -2.835  1.200
H  0.088  -3.288  1.823
O  -0.690  -2.731  1.969
H  0.647  -2.025  -3.367
H  -0.122  -1.135  -2.372
O  0.626  -1.142  -2.989

Here are the Löwdin charges for atoms 1 to 4, given in e:
1 C -0.067
2 C -0.442
3 C -0.518
4 S 0.851



# 5
Computed, not measured: a structure of composition C29H29AuF3N6OSbSi, with wB97M-V/def2-TZVPD.

Summary:
LUMO energy (alpha / beta)   -9.69 / -9.69 eV
E_tot   -2490.753907 Ha
HOMO energy (alpha / beta)   -0.5186 / -0.5185 Ha
Total charge   +2

Cartesian coordinates (Å):
Au  0.803  -0.640  0.291
N  3.577  -0.691  -1.856
C  3.991  -0.747  -0.595
N  5.295  -0.756  -0.369
C  5.710  -0.807  0.896
N  7.005  -0.819  1.153
N  4.839  -0.833  1.933
C  3.562  -0.841  1.641
N  3.069  -0.797  0.400
C  2.617  -0.921  2.773
C  3.096  -0.874  4.079
C  2.197  -0.997  5.127
C  0.851  -1.176  4.843
C  0.459  -1.202  3.513
N  1.320  -1.071  2.519
H  4.267  -0.683  -2.586
H  2.597  -0.691  -2.077
H  7.669  -0.794  0.394
H  7.324  -0.862  2.107
H  4.154  -0.750  4.244
H  2.543  -0.975  6.148
H  0.123  -1.294  5.630
H  -0.575  -1.360  3.238
F  -7.819  -0.664  0.797
C  -6.517  -0.650  0.531
C  -5.613  -0.559  1.578
C  -4.257  -0.549  1.296
C  -3.826  -0.629  -0.018
C  -4.743  -0.715  -1.062
C  -6.096  -0.726  -0.789
Sb  -1.739  -0.650  -0.598
C  -1.756  1.007  -1.934
C  -0.841  1.133  -2.967
C  -0.828  2.278  -3.740
C  -1.722  3.299  -3.440
F  -1.675  4.426  -4.145
C  -2.642  3.186  -2.407
C  -2.645  2.033  -1.647
C  -1.774  -2.522  -1.662
C  -0.901  -2.791  -2.709
C  -0.918  -4.030  -3.319
C  -1.795  -4.999  -2.849
F  -1.782  -6.204  -3.405
C  -2.672  -4.745  -1.802
C  -2.645  -3.502  -1.201
H  -5.973  -0.500  2.592
H  -3.546  -0.474  2.108
H  -4.404  -0.776  -2.088
H  -6.823  -0.794  -1.582
H  -0.138  0.341  -3.184
H  -0.135  2.395  -4.559
H  -3.328  3.993  -2.197
H  -3.347  1.933  -0.830
H  -0.221  -2.030  -3.067
H  -0.258  -4.259  -4.140
H  -3.346  -5.514  -1.460
H  -3.317  -3.292  -0.380
C  0.254  4.358  0.799
Si  1.395  2.807  0.506
C  2.129  2.583  2.302
C  2.855  3.250  -0.640
O  0.466  1.614  0.089
H  0.862  5.191  1.121
H  -0.493  4.124  1.545
H  -0.216  4.580  -0.149
H  2.528  3.515  2.678
H  2.928  1.853  2.245
H  1.361  2.226  2.977
H  3.378  4.139  -0.301
H  2.517  3.445  -1.655
H  3.584  2.442  -0.681

Here are the Löwdin charges for atoms 1 to 4, given in e:
1 Au 0.839
2 N 0.195
3 C -0.441
4 N 0.194



# 6
Computed, not measured: a structure of composition C19H37O5PPdS2Si2Te, with wB97M-V/def2-TZVPD.

Summary:
LUMO energy (alpha / beta)   -5.60 / -5.49 eV
E_tot   -3234.769157 Ha
HOMO energy (alpha / beta)   -0.3943 / -0.3940 Ha
Spin multiplicity   2
Total charge   +1

Cartesian coordinates (Å):
Pd  -1.205  -0.301  -0.080
C  -6.569  0.643  -3.545
C  -5.664  1.424  -2.612
O  -4.966  0.492  -1.780
P  -3.418  0.492  -1.441
S  -3.116  -1.462  -0.819
S  -1.468  2.208  -0.346
O  -2.828  0.473  -2.957
C  -1.451  0.401  -3.266
C  -1.213  -0.569  -4.411
H  -7.144  1.340  -4.146
H  -7.252  0.024  -2.972
H  -5.976  0.004  -4.193
H  -6.245  2.072  -1.952
H  -4.953  2.029  -3.178
H  -0.874  0.055  -2.369
H  -1.115  1.408  -3.535
H  -1.467  -1.588  -4.123
H  -0.164  -0.534  -4.696
H  -1.823  -0.281  -5.263
C  0.059  -2.946  -0.121
Si  1.958  -2.711  -0.070
C  2.822  -4.129  0.868
C  2.545  -2.566  -1.886
C  2.523  -1.098  0.841
Te  1.245  0.534  0.349
C  2.331  0.981  -1.436
Si  3.351  2.559  -0.978
C  4.189  2.322  0.720
C  2.071  3.971  -0.991
C  4.667  2.694  -2.354
H  -0.218  -3.975  -0.333
H  -0.371  -2.347  -0.947
H  -0.415  -2.683  0.836
H  2.645  -5.073  0.365
H  2.474  -4.232  1.892
H  3.896  -3.975  0.902
H  2.457  -3.525  -2.387
H  3.589  -2.273  -1.952
H  1.962  -1.848  -2.459
H  3.539  -0.820  0.574
H  2.456  -1.221  1.918
H  1.674  1.194  -2.275
H  2.982  0.152  -1.687
H  3.462  2.114  1.504
H  4.743  3.210  1.010
H  4.899  1.500  0.709
H  1.181  3.701  -0.424
H  1.754  4.199  -2.005
H  2.471  4.886  -0.569
H  5.327  1.830  -2.369
H  5.286  3.573  -2.202
H  4.214  2.780  -3.338
O  -2.100  1.727  4.399
C  -1.694  0.597  5.004
C  -1.733  0.428  6.389
C  -1.270  -0.736  6.969
C  -0.749  -1.759  6.189
C  -0.693  -1.601  4.818
C  -1.164  -0.440  4.226
C  -1.025  -0.344  2.739
O  0.108  -0.642  2.278
O  -2.006  -0.042  2.041
H  -2.456  2.359  5.038
H  -2.116  1.223  7.015
H  -1.297  -0.840  8.042
H  -0.373  -2.662  6.643
H  -0.288  -2.375  4.186

Here are the Löwdin charges for atoms 1 to 4, given in e:
1 Pd 0.255
2 C -0.052
3 C -0.259
4 O -0.321



# 7
Computed, not measured: a cluster of 2 separate species, C2H8NO in total, with wB97M-V/def2-TZVPD.

Summary:
LUMO energy (alpha / beta)   0.85 / -2.46 eV
E_tot   -210.883906 Ha
HOMO energy (alpha / beta)   -0.3281 / -0.3255 Ha
Spin multiplicity   2
Total charge   0

Cartesian coordinates (Å):
O  -0.116  -2.121  2.597
H  0.518  -1.945  3.317
C  0.057  1.111  -1.532
C  0.290  0.512  -0.141
N  -0.761  -0.446  0.217
H  0.545  2.065  -1.583
H  -1.007  1.200  -1.730
H  0.382  0.405  -2.294
H  0.271  1.308  0.596
H  1.245  -0.027  -0.183
H  -0.604  -0.812  1.135
H  -0.819  -1.248  -0.399

Here are the Löwdin charges for atoms 1 to 4, given in e:
1 O 0.010
2 H 0.023
3 C -0.113
4 C -0.342



# 8
Computed, not measured: a cluster of 11 separate species, H22O11 in total, with wB97M-V/def2-TZVPD.

Summary:
LUMO energy   -0.53 eV
Structure (SMILES)   O.O.O.O.O.O.O.O.O.O.O
E_tot   -840.731580 Ha
HOMO energy   -0.3984 Ha
Total charge   0

Cartesian coordinates (Å):
H  1.006  -0.440  -0.117
H  -0.358  -1.011  0.232
H  -1.422  0.030  -2.237
H  -2.217  -1.260  -2.365
H  -3.045  -1.501  -0.179
H  -3.884  -0.688  -1.151
H  2.473  -0.079  -1.183
H  3.262  -1.104  -0.386
H  -1.108  1.226  4.092
H  0.050  0.404  3.551
H  -1.727  2.501  -0.715
H  -1.485  2.141  0.742
H  1.849  2.750  -3.387
H  0.394  2.782  -3.826
H  0.697  2.241  3.167
H  1.256  3.025  1.991
H  0.780  -3.832  -0.132
H  1.507  -4.587  -1.233
H  1.184  -1.809  3.329
H  0.267  -2.588  2.400
H  -0.571  0.502  -0.784
H  0.606  1.413  -1.091
O  0.584  -1.157  0.370
O  -1.998  -0.451  -2.842
O  -3.959  -1.296  -0.406
O  3.374  -0.351  -0.977
O  -0.655  0.999  3.272
O  -1.177  2.729  0.043
O  1.118  2.174  -3.639
O  1.522  2.585  2.806
O  1.113  -4.707  -0.361
O  0.826  -1.804  2.434
O  -0.265  1.161  -1.418

Here are the Löwdin charges for atoms 1 to 4, given in e:
1 H 0.013
2 H 0.040
3 H -0.022
4 H 0.022



Max |F| across the listed records, respectively: 0.5, 7.9, 8.5, 3.1, 4.9, 3.2, 1.3, 2.1 eV/Å.